Model one:
Density functional theory data (ωB97M-V with the def2-TZVPD basis set) for an isolated molecule of C2H3ClO2.

```
8
Properties=species:S:1:pos:R:3:nbo_charge:R:1
C -0.221 -0.020 -1.499 -0.4825
C 0.187 0.070 -0.223 0.2433
Cl 1.422 1.181 0.325 0.0004
O -0.531 -0.678 0.790 -0.2584
O -0.582 -0.033 2.048 -0.4123
H 0.430 0.393 -2.206 0.2245
H -0.935 -0.798 -1.664 0.2312
H 0.230 -0.115 2.430 0.4538
```

**SMILES string**: C=C(Cl)OO
**Lowest unoccupied orbital energy**: 0.67 eV
**Kohn-Sham gap**: 10.31 eV
**E_HOMO**: -9.64 eV

---

Model two:
Density functional theory data (ωB97M-V with the def2-TZVPD basis set) for an isolated molecule of C2H3ClO2.

```
8
Properties=species:S:1:pos:R:3:nbo_charge:R:1
O -0.869 1.379 -0.488 -0.5564
C -0.581 0.254 -0.241 0.7381
O -1.167 -0.817 -0.647 -0.6502
C 0.673 -0.019 0.568 -0.3807
Cl 2.313 0.142 -0.632 -0.1419
H -2.028 -0.599 -1.106 0.5091
H 0.818 0.672 1.480 0.2479
H 0.839 -1.011 1.066 0.2341
```

**SMILES string**: O=C(O)CCl
**Lowest unoccupied orbital energy**: -0.17 eV
**Kohn-Sham gap**: 10.76 eV
**E_HOMO**: -10.92 eV

---

Of them, model two has the highest stability.

---

Model one:
Density functional theory data (ωB97M-V with the def2-TZVPD basis set) for a structure of composition C2H3CrO2.

```
8
Properties=species:S:1:pos:R:3:nbo_charge:R:1
H -1.209 1.136 -1.085 0.2799
C -0.989 0.219 -0.542 -0.0385
C -1.335 -0.439 0.471 -0.5455
H -2.185 -0.511 1.142 0.3066
O 1.186 0.734 -0.663 -0.4039
O 1.981 -0.313 -0.044 -0.5342
H 1.906 -1.074 -0.636 0.5191
Cr 0.645 0.248 1.355 1.4164
```

**Lowest unoccupied orbital energy (alpha / beta)**: -6.28 / -5.72 eV
**Spin multiplicity**: 5
**Net charge**: +1
**Expectation value of S²**: 6.090
**Kohn-Sham gap (alpha / beta)**: 8.23 / 9.25 eV
**E_HOMO (alpha / beta)**: -14.51 / -14.97 eV

---

Model two:
Density functional theory data (ωB97M-V with the def2-TZVPD basis set) for a structure of composition C2H3CrO2.

```
8
Properties=species:S:1:pos:R:3:nbo_charge:R:1
C 0.426 -0.745 -0.108 -0.0577
C 0.730 0.454 0.535 0.0589
O -0.123 1.492 0.446 -0.7926
O -0.803 -0.705 -0.726 -0.8077
H 1.814 0.660 0.564 0.2524
H -1.047 -1.564 -1.087 0.5457
Cr -1.592 1.343 -0.815 1.5318
H 0.594 -0.935 1.191 0.2691
```

**Lowest unoccupied orbital energy (alpha / beta)**: -6.65 / -6.32 eV
**Spin multiplicity**: 5
**Net charge**: +1
**Expectation value of S²**: 6.068
**Kohn-Sham gap (alpha / beta)**: 6.38 / 6.88 eV
**E_HOMO (alpha / beta)**: -13.03 / -13.20 eV

---

Of them, model two has the highest stability.